Entry 1:
ORCA calculation (ωB97M-V/def2-TZVPD) on 11 unconnected molecules or ions with the total composition C30H88N11O19 at a distorted geometry.

Computed properties:
Frontier orbital gap: 3.57 eV
Net charge: +3
Calculated total energy: -87778.19081 eV

XYZ file:
```
148
C30H88N11O19, DFT ωB97M-V/def2-TZVPD
C 4.738 -8.163 8.219
N 4.469 -8.549 9.673
C 5.182 -7.438 10.497
C 2.934 -8.550 9.909
C 5.102 -9.889 10.220
C 4.328 -11.120 9.775
O 4.526 -11.327 8.373
H 4.126 -8.852 7.637
H 5.807 -8.359 8.138
H 4.376 -7.149 8.051
H 4.841 -6.506 10.046
H 6.262 -7.449 10.348
H 4.931 -7.466 11.558
H 2.426 -9.242 9.238
H 2.541 -7.539 9.800
H 2.797 -8.851 10.947
H 5.021 -9.709 11.292
H 6.175 -9.846 10.038
H 3.286 -11.197 10.085
H 4.782 -11.995 10.240
H 4.082 -12.133 8.100
C 2.349 -1.178 4.522
N 3.323 -0.125 3.948
C 2.863 0.243 2.523
C 3.200 1.127 4.860
C 4.824 -0.517 4.053
C 5.061 -1.930 3.462
O 4.569 -3.055 4.157
H 2.798 -1.874 5.230
H 2.199 -1.823 3.656
H 1.362 -0.770 4.740
H 3.506 1.025 2.119
H 1.827 0.581 2.523
H 2.985 -0.662 1.927
H 3.449 0.703 5.832
H 2.276 1.702 4.807
H 4.040 1.807 4.714
H 4.998 -0.630 5.123
H 5.569 0.180 3.669
H 6.138 -2.099 3.433
H 4.797 -2.088 2.417
H 4.914 -3.851 3.745
C 6.407 5.220 17.328
C 7.134 4.336 16.227
C 8.106 5.119 15.245
O 8.998 4.142 14.620
C 9.856 4.569 13.642
N 7.958 3.410 17.104
H 8.425 3.865 17.875
H 7.325 2.769 17.561
H 8.659 2.894 16.592
H 5.702 4.689 17.968
H 5.888 6.032 16.818
H 7.057 5.720 18.047
H 6.584 3.629 15.606
H 8.580 5.904 15.834
H 7.490 5.727 14.582
H 9.317 5.220 12.953
H 10.177 3.746 13.003
H 10.765 5.054 13.998
C 14.802 2.071 6.404
C 15.577 3.258 5.784
C 16.677 3.868 6.618
O 17.420 4.739 5.809
C 18.427 5.359 6.625
N 16.083 2.842 4.328
H 17.086 2.835 4.446
H 15.844 1.888 4.096
H 15.796 3.481 3.602
H 15.517 1.284 6.643
H 14.152 1.626 5.651
H 14.101 2.249 7.219
H 14.849 4.012 5.486
H 17.299 2.993 6.803
H 16.337 4.370 7.523
H 18.034 6.199 7.199
H 19.054 5.821 5.863
H 19.055 4.738 7.265
C 7.760 -0.697 11.911
C 8.373 -0.336 10.532
C 8.740 -1.581 9.658
O 9.385 -0.971 8.524
C 9.534 -1.824 7.411
N 7.367 0.604 9.797
H 7.144 1.470 10.268
H 7.716 0.698 8.854
H 6.475 0.131 9.831
H 7.418 0.153 12.502
H 8.470 -1.319 12.456
H 6.871 -1.294 11.710
H 9.216 0.320 10.747
H 7.864 -2.141 9.331
H 9.368 -2.344 10.119
H 8.747 -2.569 7.299
H 10.499 -2.330 7.436
H 9.704 -1.175 6.552
C 3.008 -4.604 17.563
C 4.495 -5.047 17.942
C 5.576 -4.589 16.874
O 6.822 -5.110 17.326
C 7.855 -5.262 16.308
N 4.779 -4.467 19.301
H 4.152 -4.824 20.008
H 5.763 -4.599 19.487
H 4.704 -3.461 19.263
H 2.837 -3.531 17.487
H 2.233 -5.031 18.200
H 2.858 -4.889 16.521
H 4.492 -6.131 18.055
H 5.649 -3.502 16.854
H 5.316 -4.930 15.872
H 7.590 -5.911 15.473
H 8.732 -5.608 16.855
H 8.156 -4.283 15.936
C 21.056 -5.208 6.392
C 19.951 -5.309 5.345
C 18.559 -5.206 5.829
O 17.543 -5.445 4.889
C 16.131 -5.303 5.354
N 20.143 -4.324 4.207
H 19.289 -3.867 3.920
H 20.801 -3.566 4.320
H 20.495 -4.825 3.405
H 20.960 -4.336 7.038
H 22.012 -5.047 5.893
H 21.161 -6.075 7.044
H 20.071 -6.186 4.709
H 18.475 -4.260 6.363
H 18.317 -5.984 6.554
H 15.831 -6.217 5.868
H 15.479 -5.256 4.482
H 15.967 -4.593 6.165
N 1.975 -2.142 10.564
O 1.806 -2.376 11.766
O 3.126 -1.972 10.166
O 1.066 -2.219 9.856
N 11.633 -7.341 10.532
O 11.697 -6.617 11.491
O 12.560 -7.471 9.778
O 10.569 -7.974 10.290
N 3.585 4.821 11.368
O 3.899 4.818 10.207
O 4.063 3.901 12.067
O 2.862 5.670 11.822
N 9.522 4.363 5.844
O 10.215 4.404 6.801
O 8.563 3.610 5.845
O 9.772 4.999 4.872
```

Mulliken population analysis, charges in e, atoms 1 to 2:
1. C -0.897
2. N -0.158


Entry 2:
ORCA calculation (ωB97M-V/def2-TZVPD) on C11H7NO in the gas phase at a distorted geometry.

Computed properties:
Frontier orbital gap: 8.38 eV
Net charge: 0
Calculated total energy: -15056.33032 eV
SMILES string: O=C1Nc2cccc3cccc1c23
Energy relative to the best compared isomer or geometry (same formula, charge and spin): 1.5719 eV

XYZ file:
```
20
C11H7NO, DFT ωB97M-V/def2-TZVPD
O 3.278 1.349 0.190
C 2.236 0.827 -0.167
N 1.775 0.858 -1.415
C 0.370 0.545 -1.398
C -0.499 0.297 -2.317
C -1.632 -0.603 -1.972
C -1.950 -1.029 -0.679
C -1.053 -0.625 0.404
C -1.162 -0.662 1.856
C -0.094 -0.336 2.609
C 1.205 0.208 2.150
C 1.221 0.189 0.796
C 0.118 -0.052 0.020
H 2.177 1.352 -2.130
H -0.246 0.853 -3.386
H -2.437 -0.797 -2.602
H -3.015 -1.276 -0.658
H -1.916 -1.243 2.313
H -0.300 -0.461 3.636
H 1.924 0.603 2.750
```

Mulliken population analysis, charges in e, atoms 1 to 2:
1. O -0.638
2. C 0.166


Entry 3:
ORCA calculation (ωB97M-V/def2-TZVPD) on 2 unconnected molecules or ions with the total composition C4H9O3 at a distorted geometry.

Computed properties:
Frontier orbital gap (spin up / spin down): 10.75 / 7.91 eV
Multiplicity: 2
Net charge: 0
Calculated total energy: -10432.56988 eV
Energy relative to the best compared isomer or geometry (same formula, charge and spin): 1.7048 eV

XYZ file:
```
16
C4H9O3, DFT ωB97M-V/def2-TZVPD
O 0.492 1.945 1.784
C 0.032 1.920 0.666
C -0.784 0.816 0.097
C 0.385 0.146 -0.878
C -0.278 -1.204 -1.552
O -1.216 -0.866 -2.446
H 0.345 2.840 0.134
H -1.678 0.994 -0.606
H -1.052 0.161 0.959
H 0.776 0.912 -1.596
H 1.212 -0.322 -0.247
H 0.646 -1.772 -1.903
H -0.552 -1.892 -0.752
H 1.014 -2.467 1.129
H 1.082 -1.074 1.980
O 0.984 -2.010 2.025
```

Mulliken population analysis, charges in e, atoms 1 to 2:
1. O -0.469
2. C -0.128


Entry 4:
ORCA calculation (ωB97M-V/def2-TZVPD) on 16 unconnected molecules or ions with the total composition C3H37O16 at a distorted geometry.

Computed properties:
Frontier orbital gap: 9.42 eV
Net charge: -1
Calculated total energy: -36474.27119 eV
Energy relative to the best compared isomer or geometry (same formula, charge and spin): 1.9194 eV

XYZ file:
```
56
C3H37O16, DFT ωB97M-V/def2-TZVPD
C -2.185 0.515 0.188
C -1.126 -0.324 -0.411
C 0.102 0.497 -0.849
O -0.678 -1.407 0.482
H -2.809 1.087 -0.492
H -1.780 1.150 0.966
H -2.822 -0.157 0.711
H -1.605 -0.758 -1.286
H 0.696 0.951 -0.029
H -0.186 1.315 -1.542
H 0.765 -0.058 -1.466
O -3.587 0.550 3.720
H -4.450 0.570 3.256
H -3.170 -0.239 3.405
O 1.265 2.678 1.590
H 1.848 2.357 2.282
H 1.456 2.035 0.914
O -0.714 -0.845 -3.888
H -0.443 -1.416 -3.150
H -1.057 -1.493 -4.497
O -0.107 -2.552 -1.963
H 0.837 -2.635 -2.086
H -0.203 -2.041 -1.185
O -2.115 -1.797 2.619
H -1.661 -1.675 1.782
H -1.415 -2.005 3.270
O 1.247 1.238 -3.834
H 0.564 0.639 -3.641
H 1.012 2.034 -3.411
O -0.866 1.803 3.517
H -0.108 1.528 3.007
H -1.614 1.463 3.000
O 1.834 3.468 -2.129
H 2.316 3.839 -2.866
H 2.121 2.551 -2.109
O 3.236 0.610 0.881
H 2.523 0.311 1.467
H 3.857 -0.117 0.698
O 2.464 -1.873 -0.500
H 3.136 -1.880 0.154
H 1.668 -1.514 -0.149
O 0.954 -0.397 2.238
H 1.210 -1.154 2.755
H 0.291 -0.705 1.572
O -1.057 3.533 -0.596
H -0.401 2.965 -0.997
H -1.655 2.963 -0.197
O 0.415 -3.806 1.506
H -0.177 -4.152 2.127
H 0.128 -2.892 1.404
O 3.600 1.246 -1.763
H 3.224 1.048 -0.883
H 3.266 0.549 -2.297
O -2.844 -2.874 -0.360
H -3.016 -2.239 -1.066
H -2.187 -2.489 0.132
```

Mulliken population analysis, charges in e, atoms 1 to 2:
1. C -2.048
2. C 0.467


net charge of number 4 (C3H37O16)?
-1